1.
Computed, not measured: a molecular structure, C34H87AsF9N5O14S in a non-equilibrium geometry, with ωB97M-V/def2-TZVPD.

Atoms and positions in Å:
C 9.944 -8.650 -12.703
C 11.026 -7.598 -12.533
C 11.263 -6.723 -13.797
O 10.886 -6.701 -11.425
H 9.876 -9.120 -11.722
H 10.291 -9.349 -13.464
H 9.015 -8.143 -12.963
H 11.906 -8.191 -12.285
H 10.986 -7.211 -14.731
H 12.237 -6.238 -13.864
H 10.673 -5.806 -13.788
C 14.287 -5.785 -6.670
O 13.410 -6.243 -7.644
C 12.769 -5.208 -8.321
C 13.618 -4.657 -9.601
N 13.778 -5.812 -10.661
H 14.307 -6.625 -10.378
H 12.827 -6.101 -10.843
C 14.408 -5.284 -11.961
C 14.872 -6.601 -12.750
O 15.975 -7.423 -12.173
C 16.350 -8.518 -12.903
H 14.894 -6.674 -6.500
H 13.806 -5.389 -5.776
H 14.915 -5.065 -7.194
H 12.552 -4.306 -7.750
H 11.937 -5.635 -8.881
H 14.609 -4.511 -9.171
H 13.111 -3.807 -10.058
H 15.205 -4.613 -11.639
H 13.578 -4.684 -12.335
H 15.147 -6.464 -13.796
H 13.967 -7.208 -12.767
H 16.136 -9.473 -12.424
H 17.422 -8.458 -13.088
H 15.702 -8.607 -13.776
C 9.266 -2.796 -8.679
O 9.880 -3.797 -9.397
C 10.254 -3.402 -10.693
C 9.216 -3.581 -11.717
N 8.543 -4.899 -11.603
H 9.272 -5.542 -11.328
H 8.034 -4.869 -10.731
C 7.687 -5.382 -12.762
C 6.597 -6.372 -12.434
O 7.049 -7.183 -11.415
C 6.217 -8.052 -10.735
H 9.840 -1.989 -8.224
H 8.986 -3.240 -7.724
H 8.304 -2.479 -9.083
H 11.104 -4.021 -10.979
H 10.451 -2.329 -10.683
H 9.744 -3.595 -12.670
H 8.513 -2.748 -11.749
H 8.363 -5.869 -13.464
H 7.225 -4.528 -13.257
H 6.437 -7.010 -13.303
H 5.754 -5.815 -12.027
H 6.624 -8.764 -10.017
H 5.712 -8.655 -11.490
H 5.391 -7.470 -10.325
C 8.311 -11.398 -14.139
O 7.695 -11.559 -15.368
C 6.343 -11.119 -15.455
C 5.879 -11.221 -16.947
N 6.967 -10.450 -17.877
H 6.828 -9.457 -17.757
H 7.829 -10.652 -17.392
C 7.090 -10.744 -19.365
C 8.328 -10.020 -19.991
O 9.512 -10.295 -19.309
C 10.790 -9.826 -19.794
H 9.395 -11.288 -14.087
H 8.162 -12.271 -13.504
H 8.108 -10.466 -13.612
H 6.272 -10.037 -15.338
H 5.692 -11.661 -14.770
H 4.913 -10.752 -17.132
H 5.892 -12.279 -17.212
H 6.266 -10.225 -19.854
H 7.053 -11.795 -19.650
H 8.117 -8.983 -20.252
H 8.493 -10.546 -20.932
H 10.922 -10.284 -20.774
H 11.620 -10.242 -19.223
H 10.843 -8.737 -19.790
C 10.275 -6.015 -5.127
O 10.087 -6.103 -6.522
C 8.769 -6.606 -6.818
C 8.744 -6.871 -8.325
N 9.963 -7.610 -8.877
H 9.988 -7.374 -9.858
H 10.830 -7.328 -8.442
C 9.930 -9.194 -8.871
C 10.138 -9.798 -7.480
O 11.334 -9.357 -6.926
C 11.823 -9.751 -5.638
H 10.110 -6.901 -4.514
H 9.625 -5.312 -4.608
H 11.278 -5.704 -4.835
H 8.104 -5.757 -6.658
H 8.525 -7.489 -6.226
H 8.598 -5.922 -8.842
H 7.943 -7.603 -8.429
H 10.826 -9.399 -9.457
H 9.109 -9.617 -9.450
H 10.300 -10.857 -7.680
H 9.248 -9.684 -6.861
H 12.579 -10.509 -5.846
H 11.081 -10.121 -4.931
H 12.247 -8.862 -5.172
C 9.702 -5.533 -18.205
O 10.416 -4.317 -18.288
C 10.538 -3.559 -17.075
C 11.863 -2.782 -17.002
N 12.483 -2.659 -18.441
H 12.193 -3.455 -18.991
H 12.208 -1.801 -18.898
C 14.080 -2.533 -18.525
C 14.750 -3.994 -18.510
O 14.556 -4.399 -17.176
C 14.598 -5.788 -17.046
H 8.889 -5.406 -17.490
H 10.344 -6.356 -17.890
H 9.228 -5.787 -19.153
H 10.542 -4.157 -16.164
H 9.667 -2.911 -16.974
H 12.617 -3.249 -16.368
H 11.984 -1.824 -16.495
H 14.291 -1.991 -17.603
H 14.315 -1.893 -19.376
H 15.792 -4.107 -18.807
H 14.195 -4.618 -19.211
H 15.143 -5.872 -16.105
H 15.396 -6.267 -17.613
H 13.674 -6.359 -17.136
As 8.397 -13.121 -10.188
F 8.090 -11.862 -8.891
F 7.036 -12.725 -11.258
F 8.654 -14.442 -11.341
F 9.803 -13.600 -9.277
F 7.357 -14.187 -9.265
F 9.427 -12.021 -11.221
C 14.647 -10.243 -10.250
F 15.407 -11.055 -10.932
F 13.959 -9.463 -11.024
F 13.833 -10.787 -9.376
S 15.894 -9.147 -9.296
O 17.297 -9.352 -9.756
O 15.404 -7.832 -9.425
O 16.313 -9.627 -7.946

Forces on atoms 1 to 2 (eV/Å):
C 0.4 1.1 0.4
C 0.9 1.6 0.5

Output
HOMO (alpha / beta) = -4.90 / -7.74 eV
<S²> = 0.751
Gap between HOMO and LUMO (alpha / beta) = 2.108 / 4.907 eV
LUMO (alpha / beta) = -0.1026 / -0.1041 Ha
Charge = +1
E = -6206.750365 Eh
2S+1 = 2

These are the Mulliken partial charges, in e, on atoms 1 to 2: -1.57, 0.62

2.
Computed, not measured: a molecular structure, C46H53F5NO5 in a non-equilibrium geometry, with ωB97M-V/def2-TZVPD.

Atoms and positions in Å:
C -0.015 4.088 -2.055
C -0.953 3.445 -1.069
O -0.851 3.535 0.118
O -2.052 2.819 -1.558
C -1.994 1.751 -2.510
C -1.824 0.457 -1.728
C -0.359 0.150 -1.353
C 0.230 -1.207 -1.817
C -0.382 -2.322 -0.918
C -1.882 -2.428 -0.996
O -2.516 -2.874 -1.910
O -2.452 -1.875 0.098
C 1.748 -1.200 -1.497
C 2.663 -1.793 -2.572
C 4.124 -1.567 -2.194
C 2.477 -3.297 -2.789
N 2.364 -0.976 -3.786
O 2.863 0.199 -3.746
C 0.998 -1.107 -4.384
C 0.614 0.230 -5.003
C 1.043 -2.166 -5.504
C -0.042 -1.529 -3.304
H 0.967 4.182 -1.597
H -0.405 5.086 -2.268
H 0.071 3.554 -2.999
H -2.932 1.780 -3.062
H -1.185 1.893 -3.231
H -2.421 0.587 -0.823
H -2.287 -0.360 -2.285
H 0.283 0.950 -1.745
H -0.245 0.185 -0.265
H 0.050 -3.289 -1.189
H -0.110 -2.096 0.114
H -3.373 -1.650 -0.115
H 2.078 -0.162 -1.391
H 1.936 -1.689 -0.535
H 4.266 -0.617 -1.680
H 4.448 -2.371 -1.531
H 4.746 -1.583 -3.089
H 3.281 -3.694 -3.413
H 1.533 -3.577 -3.247
H 2.528 -3.790 -1.817
H -0.325 0.100 -5.548
H 1.378 0.557 -5.708
H 0.493 1.008 -4.250
H 1.887 -2.842 -5.379
H 1.154 -1.687 -6.479
H 0.126 -2.759 -5.522
H -0.177 -2.608 -3.373
H -1.003 -1.115 -3.616
F 4.350 -5.545 -1.388
C 3.608 -6.657 -1.581
C 2.531 -6.884 -0.749
C 1.766 -8.023 -0.962
C 2.085 -8.904 -1.985
C 3.176 -8.646 -2.804
C 3.951 -7.511 -2.609
H 2.307 -6.184 0.045
H 0.915 -8.219 -0.322
H 1.485 -9.789 -2.144
H 3.429 -9.332 -3.602
H 4.803 -7.284 -3.235
F 7.158 -2.380 -2.856
C 8.017 -1.463 -2.361
C 8.010 -0.194 -2.903
C 8.892 0.744 -2.384
C 9.755 0.405 -1.351
C 9.735 -0.881 -0.829
C 8.858 -1.832 -1.331
H 7.327 0.045 -3.706
H 8.901 1.747 -2.791
H 10.440 1.142 -0.953
H 10.407 -1.150 -0.024
H 8.819 -2.839 -0.939
F -5.192 0.759 0.621
C -5.084 0.605 1.963
C -6.135 0.998 2.766
C -6.002 0.831 4.138
C -4.844 0.284 4.675
C -3.806 -0.100 3.836
C -3.921 0.059 2.463
H -7.025 1.423 2.323
H -6.812 1.130 4.790
H -4.749 0.161 5.745
H -2.899 -0.522 4.249
H -3.125 -0.219 1.786
F -4.296 2.573 6.349
C -3.911 2.744 5.060
C -4.703 2.216 4.062
C -4.298 2.391 2.745
C -3.125 3.074 2.449
C -2.351 3.589 3.480
C -2.742 3.432 4.803
H -5.609 1.682 4.317
H -4.903 1.984 1.945
H -2.803 3.197 1.424
H -1.434 4.116 3.249
H -2.161 3.833 5.623
F -6.275 9.142 6.396
C -5.607 8.025 6.759
C -4.627 8.127 7.726
C -3.947 6.973 8.093
C -4.248 5.757 7.497
C -5.237 5.690 6.525
C -5.931 6.831 6.148
H -4.410 9.087 8.173
H -3.178 7.029 8.853
H -3.718 4.859 7.787
H -5.476 4.743 6.059
H -6.707 6.805 5.397

Forces on atoms 1 to 2 (eV/Å):
C 0.1 0.0 0.0
C -0.1 -0.4 -0.3

Output
HOMO (alpha / beta) = -6.88 / -6.88 eV
<S²> = 0.754
Gap between HOMO and LUMO (alpha / beta) = 7.420 / 7.416 eV
LUMO (alpha / beta) = 0.0198 / 0.0196 Ha
E = -2714.448551 Eh
2S+1 = 2

These are the Mulliken partial charges, in e, on atoms 1 to 2: -1.03, 0.80